Entry from OMol25: 2 unconnected molecules or ions with the total composition C4H8N3O at a distorted geometry (wB97M-V/def2-TZVPD).

Its total charge is +1. The value obtained for the molecular weight is 114.13 g mol⁻¹. The relative energy (zero: lowest compared OMol25 entry of this formula, charge and spin) comes out at 10.457 eV. For the HOMO-LUMO gap (spin up / spin down), the calculation gives 7.534 / 6.434 eV.

CARTESIAN COORDINATES (ANGSTROEM)
C 2.2121 1.3898 0.1709
C 3.0779 0.5721 -0.1478
C 3.8572 -0.5722 -0.3758
C -3.4867 0.1546 0.4875
N -0.6411 0.2648 0.3504
N -1.3577 0.3876 -0.6084
N -2.6566 0.3292 -0.7501
O 0.4628 0.4964 0.7377
H 1.7881 2.3202 0.3985
H 4.5050 -0.7185 0.6117
H 3.1788 -1.4017 -0.4753
H 4.4817 -0.4857 -1.2501
H -4.1379 0.9701 0.8057
H -4.0992 -0.7501 0.3471
H -3.0029 -0.2246 1.3913
H -3.0842 -0.1541 -1.5111